w | CH15NO6 | ωB97M-V with the def2-TZVPD basis set

Last column: natural (NBO) charge in e.
Cartesian coordinates (Å):
C -3.4467 -2.4283 5.1577  -0.0323
N -4.5705 -2.3429 4.6173  -0.5928
H -2.9465 -1.5022 5.4662  0.1449
H -2.7896 -3.2445 5.4881  0.1452
H -4.9875 -3.2188 4.3051  0.3350
H 4.2111 -3.9703 -4.2555  0.4707
H 5.1130 -3.0662 -3.3872  0.4690
O 4.4497 -3.0560 -4.0814  -0.9396
H 2.6839 1.8964 -1.8004  0.4697
H 2.1804 1.3786 -0.4934  0.4928
O 1.9642 2.0441 -1.1748  -0.9669
H 2.6064 -1.3452 0.0850  0.4704
H 1.2161 -0.6340 0.2256  0.5005
O 2.1026 -0.7218 0.6122  -0.9745
H -2.2646 4.6314 -2.2485  0.4719
H -1.3399 5.6640 -2.9901  0.4738
O -1.5205 5.2320 -2.1427  -0.9455
H 0.0058 2.3622 0.6744  0.4894
H -0.2264 1.6782 -0.6648  0.4765
O -0.2640 1.5247 0.2863  -0.9640
H -1.0933 -1.4874 -0.8042  0.4746
H -0.6059 -0.0844 -1.0381  0.4750
O -0.3595 -1.0025 -1.1993  -0.9438

## Properties
Net charge = 0
SMILES string = C=N.O.O.O.O.O.O
HOMO = -10.0 eV
Kohn-Sham gap = 10.5 eV


x | CH15NO6 | ωB97M-V with the def2-TZVPD basis set

Last column: natural (NBO) charge in e.
Cartesian coordinates (Å):
N -1.9019 -1.4507 -0.1284  -0.8767
C -1.6083 -0.9316 -1.4558  0.0935
O -0.3488 -0.2966 -1.4961  -0.7637
H -2.5944 -2.1858 -0.1657  0.3723
H -2.2933 -0.7187 0.4620  0.3760
H -2.3738 -0.2402 -1.8252  0.1413
H -1.5357 -1.7712 -2.1459  0.1701
H -0.3722 0.4819 -0.9104  0.4980
H 1.5553 -0.4844 -1.0269  0.5033
H 2.8042 0.3492 -0.7530  0.5061
O 2.2662 -0.3634 -0.3564  -1.0054
H -1.0322 0.6061 3.4207  0.4799
H -0.4699 -0.3645 2.3405  0.5142
O -1.0658 0.4214 2.4704  -1.0054
H 1.3008 -1.4154 1.1413  0.4978
H -0.1358 -1.8353 0.8662  0.5021
O 0.5106 -1.7086 1.6085  -0.9950
H 1.0291 1.0080 0.5571  0.4965
H -0.2605 1.5124 1.2028  0.5150
O 0.3282 1.6638 0.4548  -1.0154
H 1.5088 2.3751 -0.9047  0.4959
H 2.4526 3.1063 -1.8561  0.4765
O 2.2367 2.2422 -1.4999  -0.9768

## Properties
Net charge = 0
SMILES string = NCO.O.O.O.O.O
HOMO = -10.3 eV
Kohn-Sham gap = 10.9 eV


y | CH15NO6 | ωB97M-V with the def2-TZVPD basis set

Last column: natural (NBO) charge in e.
Cartesian coordinates (Å):
N 1.3971 1.2252 -0.8618  -0.8659
C 0.5368 1.8035 0.0837  0.0985
O -0.2338 0.8467 0.8163  -0.8041
H 2.3480 1.2194 -0.6903  0.3681
H 1.1348 0.3592 -1.2863  0.3946
H 0.9571 2.4954 0.8193  0.1727
H -0.1602 2.4367 -0.4300  0.1403
H 0.0213 -0.0495 0.5428  0.4994
H -1.4858 2.0645 2.7303  0.4840
H -1.4316 2.0698 4.3451  0.4789
O -1.5593 2.5717 3.5369  -0.9634
H 4.1173 -2.7466 -1.3731  0.4810
H 4.8437 -3.8569 -2.3198  0.4802
O 4.0527 -3.3720 -2.0767  -0.9609
H -3.5563 0.5839 0.8816  0.4835
H -1.9764 0.4758 0.7565  0.5021
O -2.8266 0.0451 0.5417  -0.9976
H 0.2110 -2.0611 0.1126  0.4693
H -0.3178 -1.3324 -1.1372  0.5017
O 0.5110 -1.5626 -0.6612  -0.9882
H -2.2446 -0.3058 -1.1824  0.5118
H -2.4442 -1.8373 -1.4752  0.4864
O -1.8944 -1.0727 -1.6727  -0.9724

## Properties
Net charge = 0
SMILES string = NCO.O.O.O.O.O
HOMO = -9.3 eV
Kohn-Sham gap = 9.8 eV


Relative stability in kcal/mol, measured from the most stable structure: w 52.9; x 0.0; y 34.3


w | C2HClO | ωB97M-V with the def2-TZVPD basis set

Last column: natural (NBO) charge in e.
Cartesian coordinates (Å):
C -0.7583 0.2901 0.0441  -0.0590
C 0.4984 -0.0016 -0.0004  0.2058
O 0.0116 -1.2369 -0.0131  -0.5033
Cl 2.0526 0.5838 -0.0151  0.1061
H -1.8043 0.3646 -0.0154  0.2504

## Properties
Net charge = 0
SMILES string = ClC1=CO1
HOMO = -8.7 eV
Kohn-Sham gap = 9.5 eV


x | C2HClO | ωB97M-V with the def2-TZVPD basis set

Last column: natural (NBO) charge in e.
Cartesian coordinates (Å):
C 0.0736 0.0484 0.2842  0.2922
C -0.0010 -0.5575 -1.0197  -0.3029
O 0.6111 0.6633 1.2936  -0.6386
Cl -0.6599 -1.4574 -2.2115  0.1399
H -0.0238 1.3032 1.6534  0.5093

## Properties
Net charge = 0
SMILES string = OC#CCl
HOMO = -8.6 eV
Kohn-Sham gap = 8.9 eV


Relative stability in kcal/mol, measured from the most stable structure: w 0.0; x 7.4


w | C6H7N3O2 | ωB97M-V with the def2-TZVPD basis set

Last column: natural (NBO) charge in e.
Cartesian coordinates (Å):
C -0.0105 0.6799 -0.1126  -0.4372
C 0.1005 -0.1336 1.2139  0.1956
C -0.4879 -1.4496 0.7511  0.5241
C -0.5256 -0.1641 -1.1043  0.6062
C 0.6349 2.0710 -0.2527  0.5604
C 0.4514 2.7285 -1.5574  -0.7385
N 0.5576 0.2034 2.3568  -0.5568
N -0.7380 -1.4841 -0.5325  -0.5645
N -0.5847 -2.4915 1.6271  -0.7361
O 1.4195 2.5223 0.5469  -0.5458
O -0.5479 0.0082 -2.2963  -0.5868
H 0.2407 3.8650 -1.5192  0.2350
H -0.3793 2.2639 -2.1927  0.2413
H 1.3090 2.7301 -2.3189  0.2482
H 0.5416 -0.6303 3.0644  0.3007
H -1.2421 -2.3141 -0.9729  0.4308
H -0.5447 -2.0548 2.5120  0.4073
H -1.0266 -3.3537 1.4332  0.4162

## Properties
Net charge = 0
HOMO (alpha / beta) = -7.9 / -7.9 eV
Kohn-Sham gap (alpha / beta) = 7.0 / 7.0 eV


x | C6H7N3O2 | ωB97M-V with the def2-TZVPD basis set

Last column: natural (NBO) charge in e.
Cartesian coordinates (Å):
C -1.1330 1.9863 0.1720  -0.6480
C -0.3419 0.6446 0.0290  0.0867
C 0.9953 0.6670 -0.0979  -0.3193
C 1.7415 -0.5955 -0.0905  0.4286
C -0.2017 -1.7551 0.1038  0.1015
C -1.0042 -0.6166 0.0796  -0.0845
H -2.1526 1.9280 -0.1215  0.2618
H -0.4947 2.7308 -0.2068  0.2156
H -1.1279 2.3189 1.2516  0.2291
H 1.4293 1.6794 -0.2942  0.2279
H 3.4975 0.1420 -0.6714  0.3738
H 3.6311 -1.4220 -0.1677  0.3902
H -0.6447 -2.7088 0.3421  0.2304
N 3.1622 -0.5001 0.0177  -0.7879
N 1.1664 -1.8029 -0.0088  -0.4705
N -2.4526 -0.8121 -0.0673  0.5303
O -2.8950 -1.9842 0.0763  -0.4089
O -3.1749 0.1004 -0.3460  -0.3567

## Properties
Net charge = 0
SMILES string = Cc1cc(N)ncc1[N+](=O)[O-]
HOMO = -9.4 eV
Kohn-Sham gap = 8.9 eV


Relative stability in kcal/mol, measured from the most stable structure: w 0.0; x 26.7


w | C5H5O2 | ωB97M-V with the def2-TZVPD basis set

Last column: natural (NBO) charge in e.
Cartesian coordinates (Å):
C 2.0024 0.8766 1.9750  0.8767
C -0.0199 1.1325 -0.2143  -0.4225
C -0.1490 -0.8968 0.6588  -0.4233
C 0.5334 -0.2483 -0.4793  -0.2803
C 0.6212 0.3430 0.8603  -0.1900
O 2.8999 0.0206 2.0219  -0.7578
O 1.7649 1.9631 2.4021  -0.7139
H 0.6083 2.0474 -0.5423  0.1922
H -1.0616 1.4067 -0.1463  0.1659
H -1.1695 -0.9418 0.6736  0.1543
H 0.1231 -1.8756 1.0209  0.1931
H 1.3168 -0.6689 -1.1224  0.2057

## Properties
Net charge = -1
SMILES string = O=C([O-])[C@]12C[C@@H]1C2
HOMO = -3.8 eV
Kohn-Sham gap = 8.0 eV


x | C5H5O2 | ωB97M-V with the def2-TZVPD basis set

Last column: natural (NBO) charge in e.
Cartesian coordinates (Å):
C -1.2078 0.8378 -0.1829  -0.6353
C -1.9811 1.6689 -0.8133  0.6388
C 0.2281 -0.1119 -0.4911  0.4354
C 0.5366 -1.4791 0.3971  -0.5392
C 1.2334 -0.0958 0.6167  -0.4998
O -2.5518 2.3512 -1.5712  -0.5492
O 0.7183 -0.0769 -1.6611  -0.8321
H -1.3340 0.6266 0.9076  0.2324
H -0.1007 -1.9228 1.0659  0.1796
H 1.1651 -2.1860 -0.1761  0.1937
H 2.1695 0.1402 0.2091  0.2091
H 1.1243 0.2480 1.6994  0.1666

## Properties
Net charge = -1
SMILES string = O=C=CC1([O-])CC1
HOMO = -2.6 eV
Kohn-Sham gap = 6.6 eV


Relative stability in kcal/mol, measured from the most stable structure: w 0.0; x 34.9


w | C16H38AsIrN6O5Si2 | ωB97M-V with the def2-TZVPD basis set

Last column: natural (NBO) charge in e.
Cartesian coordinates (Å):
Ir -0.6938 0.2213 1.5620  1.0419
N 0.5343 1.3149 3.3578  -0.8316
C 1.1229 0.3059 4.2372  -0.3144
C 0.1950 -0.9241 4.3451  0.6232
O 0.0818 -1.5344 5.3913  -0.6117
N -0.4022 -1.2198 3.1824  -0.5957
C -1.2968 -2.3403 3.1384  -0.3620
C -2.3184 -2.1644 1.9724  0.7853
O -2.7946 -3.1590 1.4555  -0.6384
O -2.5570 -0.9676 1.6260  -0.7043
H 1.2316 1.9898 3.0579  0.3978
H -0.1891 1.8118 3.8732  0.3918
H 1.2881 0.6819 5.2507  0.2209
H 2.0756 -0.0259 3.8197  0.2191
H -1.8381 -2.4566 4.0856  0.2454
H -0.7509 -3.2744 2.9602  0.2111
N -1.9523 2.2422 1.1930  -0.8418
C -2.0084 2.5002 -0.2489  -0.1614
C -1.9844 4.0003 -0.6081  -0.4188
C -0.5953 4.6610 -0.5409  -0.4429
C -0.0362 4.9540 -1.9418  -0.2102
N 0.3575 3.7442 -2.6394  -0.5777
C 1.4915 3.0654 -2.4575  0.6953
N 2.5727 3.6540 -1.9393  -0.7740
N 1.5418 1.8115 -2.8965  -0.7749
C -0.8205 1.7555 -0.9009  0.7905
O -0.9372 1.3614 -2.0740  -0.7512
O 0.2208 1.6338 -0.2072  -0.7762
H -2.8832 2.1949 1.5920  0.4112
H -1.4299 2.9755 1.6617  0.3795
H -2.9260 2.0646 -0.6495  0.2389
H -2.6691 4.5200 0.0663  0.2296
H -2.3868 4.1124 -1.6168  0.2213
H 0.1133 4.0174 -0.0112  0.2235
H -0.6654 5.6063 -0.0018  0.2299
H 0.8149 5.6328 -1.8822  0.1989
H -0.7999 5.4426 -2.5524  0.2266
H -0.4184 3.1503 -2.9179  0.4393
H 2.5835 4.6391 -1.7409  0.4177
H 3.4454 3.1581 -1.8951  0.4193
H 0.6340 1.3131 -2.8787  0.4566
H 2.3645 1.2534 -2.7297  0.4037
C -3.2862 -2.1596 -1.6559  -1.1189
Si -1.4933 -2.7797 -1.6695  1.4424
C -0.7041 -2.5536 -3.4015  -1.1125
C -1.2256 -4.5268 -0.9590  -1.1171
As -0.0066 -1.3106 -0.4033  0.0489
Si 2.0984 -2.2776 0.1727  1.3359
C 2.0687 -3.6428 1.5094  -1.0937
C 2.9272 -2.9477 -1.4233  -1.0989
C 3.0924 -0.7877 0.8606  -1.0960
H -3.9049 -2.7741 -2.3048  0.2534
H -3.3482 -1.1300 -1.9997  0.2424
H -3.6980 -2.2169 -0.6522  0.2850
H -1.1636 -3.2025 -4.1387  0.2548
H 0.3611 -2.7701 -3.3787  0.2336
H -0.8325 -1.5249 -3.7298  0.2419
H -1.7445 -5.2626 -1.5654  0.2570
H -1.6433 -4.5757 0.0424  0.2846
H -0.1743 -4.8006 -0.9191  0.2326
H 1.3361 -4.4156 1.2993  0.2501
H 1.8416 -3.2216 2.4843  0.2527
H 3.0402 -4.1246 1.5821  0.2550
H 2.4174 -3.8378 -1.7808  0.2452
H 3.9629 -3.2213 -1.2464  0.2531
H 2.9107 -2.2141 -2.2261  0.2302
H 3.8556 -1.1001 1.5662  0.2499
H 2.4001 -0.1145 1.3645  0.2279
H 3.5969 -0.2299 0.0750  0.2298

## Properties
Net charge = +1
Spin multiplicity = 2
⟨S²⟩ = 1.055
HOMO (alpha / beta) = -10.4 / -10.6 eV
Kohn-Sham gap (alpha / beta) = 6.7 / 5.9 eV


x | C16H38AsIrN6O5Si2 | ωB97M-V with the def2-TZVPD basis set

Last column: natural (NBO) charge in e.
Cartesian coordinates (Å):
Ir 1.6523 -0.6128 1.0280  1.1721
N 2.9686 -1.7180 2.3667  -0.6942
C 4.0506 -2.2667 1.5471  -0.3278
C 4.5173 -1.1940 0.6330  0.6217
O 5.6918 -0.9641 0.4454  -0.5822
N 3.4775 -0.5435 0.0462  -0.5551
C 3.7550 0.7570 -0.5180  -0.3767
C 3.0765 1.7794 0.3639  0.7907
O 2.9758 2.9323 -0.0122  -0.6028
O 2.5498 1.2722 1.4613  -0.7452
H 3.3274 -1.1233 3.1069  0.4158
H 2.4287 -2.4770 2.7681  0.4155
H 3.6475 -3.0984 0.9720  0.2377
H 4.8965 -2.6223 2.1288  0.2393
H 3.3270 0.8975 -1.5101  0.2160
H 4.8202 0.9670 -0.5265  0.2718
N -0.7099 -0.9253 0.5292  -0.8640
C -1.2038 -2.1633 1.1184  -0.1853
C -2.5574 -2.6446 0.5996  -0.4227
C -2.8030 -2.6639 -0.9173  -0.4127
C -2.2186 -3.8499 -1.6921  -0.2266
N -0.7471 -3.8630 -1.8030  -0.5683
C -0.0244 -2.9845 -2.4803  0.6714
N 1.2736 -2.8330 -2.2173  -0.7622
N -0.5976 -2.2433 -3.4448  -0.7809
C -0.0963 -3.2019 0.9936  0.7820
O -0.3813 -4.3920 0.9940  -0.6625
O 1.1086 -2.7361 0.8301  -0.7978
H -1.2792 -0.1321 0.8068  0.4049
H -0.7343 -0.9690 -0.4818  0.3873
H -1.3125 -1.9981 2.1941  0.2364
H -3.3259 -2.0068 1.0399  0.2231
H -2.6966 -3.6517 0.9963  0.2502
H -2.4886 -1.7287 -1.3928  0.1930
H -3.8848 -2.7239 -1.0475  0.2423
H -2.6466 -3.8743 -2.6960  0.2002
H -2.4925 -4.7741 -1.1916  0.2444
H -0.2835 -4.3855 -1.0653  0.4539
H 1.6164 -3.0694 -1.2974  0.4483
H 1.8293 -2.1894 -2.7545  0.4194
H -1.4659 -2.5561 -3.8460  0.4199
H -0.0060 -1.7061 -4.0562  0.4191
C -0.5091 2.6280 -3.3113  -1.1218
Si -1.2545 2.8144 -1.6084  1.3926
C -2.8107 1.7644 -1.5062  -1.1224
C -1.5960 4.6028 -1.2050  -1.1279
As 0.3304 1.9099 -0.0847  -0.2659
Si -0.3590 2.6840 2.0635  1.4248
C 0.3321 4.3841 2.3544  -1.1376
C -2.2420 2.6845 2.0813  -1.1294
C 0.1633 1.4838 3.4171  -1.1129
H -1.1243 3.1260 -4.0674  0.2513
H -0.4151 1.5747 -3.5924  0.2227
H 0.4892 3.0737 -3.3448  0.2552
H -3.6059 2.1894 -2.1285  0.2550
H -3.1917 1.7018 -0.4821  0.2413
H -2.6181 0.7463 -1.8636  0.2193
H -2.2464 5.0498 -1.9635  0.2541
H -0.6617 5.1699 -1.1804  0.2571
H -2.0826 4.7131 -0.2329  0.2424
H -0.1100 5.1150 1.6727  0.2466
H 1.4131 4.3793 2.1933  0.2700
H 0.1358 4.7102 3.3805  0.2509
H -2.6586 3.2382 1.2352  0.2333
H -2.6058 3.1642 2.9972  0.2558
H -2.6580 1.6703 2.0567  0.2230
H 1.1057 1.8135 3.8601  0.2602
H 0.3349 0.4791 3.0332  0.2071
H -0.5894 1.4098 4.2072  0.2455

## Properties
Net charge = +1
Spin multiplicity = 2
⟨S²⟩ = 0.754
HOMO (alpha / beta) = -10.5 / -10.9 eV
Kohn-Sham gap (alpha / beta) = 6.8 / 6.9 eV


Relative stability in kcal/mol, measured from the most stable structure: w 12.5; x 0.0